# 1
{"formula": "C31H50B2I2N10OS3Tm", "method": "wB97M-V/def2-TZVPD", "multiplicity": 3, "total_charge": 1, "e_homo_ev": [-9.3, -9.3], "symbols": ["Tm", "C", "C", "C", "C", "C", "C", "N", "N", "B", "N", "C", "C", "C", "N", "C", "C", "C", "N", "C", "C", "C", "N", "C", "C", "C", "H", "H", "H", "H", "H", "H", "H", "H", "H", "H", "H", "H", "H", "H", "H", "H", "H", "H", "H", "H", "H", "H", "H", "H", "H", "H", "H", "H", "C", "N", "C", "C", "N", "B", "N", "C", "C", "N", "C", "C", "S", "C", "S", "H", "H", "H", "H", "H", "H", "H", "H", "H", "H", "H", "H", "I", "C", "I", "H", "H", "O", "S", "C", "C", "C", "C", "H", "H", "H", "H", "H", "H", "H", "H"], "xyz": [[0.92961, -0.21458, -0.11656], [1.11907, 0.05545, -4.55135], [2.52599, -0.33828, -4.08804], [2.56251, -1.83692, -3.80712], [3.01449, 0.50301, -2.93504], [4.00915, 1.47255, -3.06427], [4.12129, 2.05145, -1.82222], [3.24633, 1.46864, -0.99430], [2.56055, 0.49045, -1.66742], [2.98395, 2.04911, 0.43165], [1.54226, 2.56172, 0.64808], [1.20285, 3.85307, 0.60308], [-0.10939, 3.97445, 0.98775], [-0.54271, 2.66740, 1.22687], [0.47322, 1.80813, 1.04566], [-1.93388, 2.31416, 1.67235], [-2.14690, 0.81910, 1.82787], [-2.24281, 3.04740, 2.98525], [3.32410, 1.04885, 1.53718], [4.17952, 1.34381, 2.52150], [4.33584, 0.22784, 3.30017], [3.54119, -0.75767, 2.70218], [2.89299, -0.24205, 1.63529], [3.63362, -2.18151, 3.19849], [2.37415, -3.04828, 3.06640], [4.86873, -2.84855, 2.56867], [0.84756, -0.52886, -5.43289], [0.38441, -0.13762, -3.76799], [1.06740, 1.11394, -4.80219], [3.21785, -0.12854, -4.90603], [1.73318, -2.08241, -3.14438], [2.42909, -2.39657, -4.73399], [3.50624, -2.14075, -3.35460], [4.57656, 1.70679, -3.94810], [4.76849, 2.84206, -1.48277], [3.71298, 2.98498, 0.54543], [1.90841, 4.60942, 0.30205], [-0.69232, 4.87677, 1.05102], [-2.62137, 2.68384, 0.90480], [-1.39481, 0.41296, 2.50728], [-3.13832, 0.61757, 2.23761], [-2.07927, 0.31361, 0.86126], [-1.52039, 2.77221, 3.75576], [-2.20048, 4.12708, 2.84915], [-3.24166, 2.78678, 3.33794], [4.61637, 2.32442, 2.60766], [4.96197, 0.11181, 4.16815], [3.86279, -2.08395, 4.26083], [1.67839, -2.62487, 2.35190], [2.63536, -4.05711, 2.74286], [1.86952, -3.12945, 4.03083], [4.76155, -2.95428, 1.49106], [5.76265, -2.25406, 2.75754], [5.01502, -3.84021, 2.99870], [-6.41560, -1.27570, 0.27658], [-5.50067, -0.33092, -0.32521], [-5.75627, 1.00584, -0.56171], [-4.65654, 1.51634, -1.15638], [-3.72402, 0.50508, -1.28672], [-2.34931, 0.49810, -2.01482], [-2.21122, 1.77998, -2.84482], [-3.11950, 2.25559, -3.77865], [-2.59463, 3.34901, -4.36422], [-1.34418, 3.54007, -3.80726], [-0.38815, 4.57513, -4.12391], [-1.11711, 2.56435, -2.88614], [0.32821, 2.40201, -2.04222], [-4.24755, -0.61334, -0.76363], [-3.46838, -2.11783, -0.58723], [-7.41665, -1.12294, -0.12168], [-6.43763, -1.15619, 1.36056], [-6.08205, -2.28171, 0.03964], [-6.69072, 1.46810, -0.29597], [-4.46914, 2.52262, -1.48558], [-2.29751, -0.46219, -2.73875], [-1.45546, 0.45604, -1.15679], [-4.06237, 1.76636, -3.94825], [-2.98708, 3.99768, -5.12733], [-0.80636, 5.23292, -4.88159], [0.53800, 4.13208, -4.48967], [-0.15045, 5.14971, -3.22921], [-0.73587, -2.71862, -1.43427], [1.11718, -3.90329, -1.68939], [2.67605, -3.00015, -0.52721], [1.43196, -3.96308, -2.72415], [0.92671, -4.89087, -1.28399], [-0.04512, -1.51843, 1.51028], [-1.32350, -2.17008, 2.03283], [-1.17411, -2.14511, 3.85444], [-1.60551, -3.52708, 4.31794], [-0.90715, -4.51747, 3.38766], [-1.06982, -3.98655, 1.96524], [-1.80489, -1.34330, 4.23336], [-0.12931, -1.92900, 4.07466], [-2.69042, -3.62779, 4.23818], [-1.32958, -3.68950, 5.35940], [-1.32897, -5.51782, 3.47654], [0.15088, -4.57464, 3.64357], [-1.96370, -4.37123, 1.47249], [-0.20539, -4.17649, 1.33236]], "forces_ev_per_a": [[-0.602, 0.285, 0.591], [0.141, 0.066, -0.031], [-0.224, -0.110, 0.084], [0.090, 0.214, -0.118], [0.073, 0.012, -0.018], [0.050, -0.083, 0.063], [-0.017, -0.002, -0.199], [0.135, 0.226, 0.010], [0.132, -0.157, 0.170], [-0.130, -0.206, 0.050], [0.280, 0.238, 0.048], [-0.167, 0.078, 0.181], [-0.021, -0.091, -0.107], [-0.040, 0.179, 0.093], [-0.015, -0.250, -0.237], [0.075, -0.133, 0.149], [0.009, 0.108, -0.083], [-0.028, -0.014, -0.121], [0.275, 0.102, 0.092], [-0.024, -0.027, 0.136], [0.013, -0.065, -0.067], [-0.018, 0.112, 0.197], [-0.101, -0.016, -0.407], [-0.084, -0.119, -0.207], [0.111, 0.092, 0.097], [-0.059, 0.081, 0.132], [-0.007, -0.003, 0.027], [-0.069, 0.003, 0.020], [-0.042, 0.020, 0.019], [0.047, 0.034, 0.028], [0.109, 0.038, -0.060], [-0.063, 0.017, -0.016], [-0.049, -0.042, 0.014], [-0.034, -0.008, -0.019], [-0.071, 0.012, 0.069], [0.038, 0.037, -0.035], [0.082, -0.085, 0.038], [0.004, -0.008, 0.025], [0.013, -0.005, -0.028], [-0.037, 0.045, 0.034], [-0.005, -0.024, -0.019], [0.000, -0.074, 0.112], [-0.001, -0.009, 0.010], [0.011, 0.014, 0.066], [-0.004, 0.018, -0.011], [-0.029, 0.003, -0.083], [-0.005, -0.015, -0.006], [-0.018, 0.022, 0.020], [-0.072, -0.048, -0.032], [-0.042, -0.015, 0.021], [-0.010, 0.018, -0.012], [0.008, -0.031, -0.087], [0.006, -0.023, -0.022], [0.011, -0.007, -0.032], [-0.067, -0.053, 0.132], [0.159, 0.155, -0.150], [0.005, 0.060, -0.016], [-0.063, 0.141, 0.132], [-0.094, -0.046, -0.111], [0.019, -0.172, 0.039], [0.098, 0.255, 0.004], [-0.055, -0.064, -0.014], [-0.032, 0.027, -0.077], [-0.064, -0.258, 0.205], [0.118, 0.116, -0.021], [-0.161, 0.082, -0.204], [0.266, -0.153, 0.021], [-0.028, -0.246, 0.264], [-0.389, 0.000, -0.027], [0.016, 0.035, -0.019], [0.008, -0.004, -0.009], [0.012, 0.001, -0.018], [0.009, -0.027, -0.007], [0.032, -0.027, -0.049], [0.025, -0.036, 0.026], [0.036, -0.074, -0.060], [0.008, 0.013, -0.011], [0.012, -0.008, 0.016], [-0.047, -0.036, -0.001], [-0.021, -0.007, -0.022], [-0.022, 0.015, -0.016], [0.817, -0.766, -0.739], [-0.343, 0.339, 0.369], [-0.253, -0.244, -0.114], [-0.020, 0.069, 0.041], [0.010, 0.030, 0.060], [0.515, 0.608, -0.380], [-0.034, -0.365, 0.496], [-0.096, 0.091, -0.143], [0.053, -0.069, -0.055], [-0.038, 0.042, 0.065], [-0.061, 0.028, 0.012], [0.039, 0.049, -0.029], [0.041, -0.004, -0.040], [0.002, -0.012, 0.031], [-0.057, 0.035, 0.016], [0.030, -0.010, -0.015], [-0.017, -0.018, -0.020], [0.025, -0.004, -0.026], [-0.016, 0.107, -0.077]], "lowdin_spin": [2.011, 0.000, 0.000, 0.000, 0.000, 0.000, 0.001, 0.000, -0.002, 0.000, 0.000, 0.000, 0.000, 0.000, -0.002, 0.000, 0.000, 0.000, 0.000, 0.000, 0.000, 0.000, -0.001, 0.000, 0.000, 0.000, 0.000, 0.000, 0.000, 0.000, 0.000, 0.000, 0.000, 0.000, 0.000, 0.000, 0.000, 0.000, 0.000, 0.000, 0.000, 0.000, 0.000, 0.000, 0.000, 0.000, 0.000, 0.000, 0.000, 0.000, 0.000, 0.000, 0.000, 0.000, 0.000, 0.000, 0.000, 0.000, 0.000, 0.000, 0.000, 0.000, 0.000, 0.000, 0.000, 0.000, -0.001, 0.000, 0.000, 0.000, 0.000, 0.000, 0.000, 0.000, 0.000, 0.000, 0.000, 0.000, 0.000, 0.000, 0.000, -0.002, 0.000, -0.001, 0.000, 0.000, -0.001, 0.000, 0.000, 0.000, 0.000, 0.000, 0.000, 0.000, 0.000, 0.000, 0.000, 0.000, 0.000, 0.000]}


# 2
{"formula": "C31H50BBr3F2NO3Si", "method": "wB97M-V/def2-TZVPD", "total_charge": 1, "relative_energy_kj_mol": 60.4, "e_homo_ev": -11.1, "symbols": ["C", "C", "C", "C", "C", "C", "C", "C", "C", "C", "F", "F", "C", "C", "Si", "C", "C", "C", "C", "C", "C", "C", "C", "C", "C", "N", "C", "B", "O", "O", "C", "O", "C", "C", "C", "C", "C", "C", "H", "H", "H", "H", "H", "H", "H", "H", "H", "H", "H", "H", "H", "H", "H", "H", "H", "H", "H", "H", "H", "H", "H", "H", "H", "H", "H", "H", "H", "H", "H", "H", "H", "H", "H", "H", "H", "H", "H", "H", "H", "H", "H", "H", "H", "H", "H", "H", "H", "C", "Br", "Br", "Br", "H"], "xyz": [[-0.82078, 4.72296, -4.17102], [0.52601, 4.12086, -3.65478], [0.31582, 3.43026, -2.28697], [1.45737, 2.43157, -1.91958], [0.98149, 1.00210, -2.28050], [2.13367, -0.00417, -2.42806], [1.75892, -1.51384, -2.26981], [0.75042, -1.87536, -1.18493], [0.95692, -1.59596, 0.16888], [2.19966, -0.87371, 0.70929], [3.34293, -1.40506, 0.19690], [2.08199, 0.43803, 0.34705], [2.30703, -0.88701, 2.26282], [1.53432, 0.32849, 2.84541], [1.14176, 0.15428, 4.71478], [0.53453, -1.56740, 5.18346], [2.65355, 0.72056, 5.72018], [-0.18694, 1.47386, 5.03236], [0.14818, 2.76757, 4.64415], [-0.73353, 3.81960, 4.79105], [-1.98627, 3.53334, 5.32428], [-2.32240, 2.26593, 5.71962], [-1.43216, 1.20837, 5.58349], [-0.02017, -2.02318, 1.08086], [-1.10109, -2.70087, 0.63675], [-1.29940, -2.96446, -0.66464], [-2.51893, -3.75178, -0.99803], [-3.90422, -2.94168, -0.74181], [-4.38028, -2.76980, 0.53245], [-4.57076, -2.48210, -1.84662], [-0.41436, -2.56302, -1.60075], [-0.63504, -2.84060, -2.88766], [-1.79895, -2.14841, -3.48165], [-1.55027, -1.50078, -4.86106], [-0.05260, -1.34545, -5.24505], [-2.30929, -0.15636, -5.06721], [-2.23879, 0.83158, -3.86612], [-1.82398, 0.61716, -6.32392], [-0.98743, 4.42465, -5.21494], [-0.87234, 5.80925, -4.05458], [-1.67208, 4.31367, -3.60450], [0.98440, 3.46102, -4.40265], [1.18356, 4.98050, -3.46409], [0.26825, 4.21366, -1.51824], [-0.65735, 2.91626, -2.27124], [2.37294, 2.70935, -2.45845], [1.63092, 2.55304, -0.84438], [0.51564, 1.10618, -3.27134], [0.21985, 0.72764, -1.53762], [2.52812, 0.10597, -3.44973], [2.98159, 0.20312, -1.76961], [2.69084, -2.03194, -1.99538], [1.46406, -1.92446, -3.23234], [3.36248, -0.75252, 2.53865], [1.98977, -1.84597, 2.68300], [2.06319, 1.27963, 2.74859], [0.54204, 0.35184, 2.36653], [1.21311, -2.33677, 4.78546], [0.45019, -1.72825, 6.26453], [-0.45790, -1.72887, 4.72824], [3.22555, 1.48185, 5.16922], [3.34024, -0.10433, 6.00936], [2.31066, 1.20711, 6.64522], [1.12557, 2.97386, 4.20210], [-0.45529, 4.82989, 4.50066], [-2.67586, 4.37099, 5.42552], [-3.32260, 2.10085, 6.11926], [-1.68765, 0.18835, 5.86496], [0.02702, -1.84834, 2.15125], [-1.83428, -3.05529, 1.35323], [-2.51733, -4.63899, -0.34744], [-2.49236, -4.06311, -2.04191], [-4.05803, -3.49474, 1.08287], [-4.93834, -1.61270, -1.61798], [-2.56194, -2.92207, -3.63064], [-2.21163, -1.47162, -2.72439], [-1.96523, -2.18942, -5.61225], [-0.01268, -1.36893, -6.34027], [0.36244, -0.39884, -4.88191], [0.54729, -2.20595, -4.93127], [-3.37377, -0.36071, -5.25579], [-3.26403, 0.97853, -3.48634], [-1.66285, 0.44435, -3.02010], [-1.89629, 1.83452, -4.14490], [-0.88246, 1.13000, -6.07642], [-1.60899, -0.04214, -7.17425], [-2.53883, 1.39198, -6.62179], [4.98262, -2.86035, 7.76916], [4.82396, -3.10290, 5.86027], [5.57756, -1.08385, 8.21786], [3.35316, -3.32417, 8.68696], [5.74616, -3.54631, 8.11022]], "forces_ev_per_a": [[0.076, -0.684, -0.032], [-0.963, 0.741, 0.621], [0.725, 0.017, -0.144], [-1.066, 0.330, -0.006], [0.906, 0.706, -0.244], [-0.120, -0.412, -0.110], [0.651, 0.121, 0.299], [0.575, 0.246, -0.759], [-0.205, -0.485, -0.204], [-0.331, -0.075, 1.789], [-0.288, 0.196, -0.410], [0.482, -0.278, -0.508], [0.339, 1.127, -0.238], [-0.701, -1.519, 0.888], [0.260, 0.860, 0.545], [-0.063, -0.041, -0.473], [0.088, -0.418, 0.088], [0.748, -1.004, -0.306], [0.393, 0.429, -0.241], [-0.096, -0.271, 0.078], [0.160, 1.385, -0.194], [-0.965, -0.659, 0.365], [0.149, 0.263, -0.229], [0.404, 0.337, 0.187], [-0.291, -0.044, 0.541], [-0.698, -0.472, -0.380], [-0.617, -0.364, 0.018], [0.108, -0.322, -0.273], [0.173, -0.329, -0.509], [0.790, 0.923, 0.795], [0.428, 0.429, 0.256], [-0.256, 0.436, 0.354], [-0.926, -0.373, -0.305], [0.788, 0.151, -0.420], [-0.481, -0.347, -0.241], [-0.169, 0.848, -0.147], [-0.973, -0.332, 0.179], [0.509, -0.324, 0.235], [0.004, 0.436, 0.158], [0.091, -0.190, -0.235], [0.239, 0.084, -0.106], [-0.097, 0.070, 0.234], [0.260, -0.465, -0.328], [-0.127, -0.131, -0.183], [0.258, 0.012, 0.025], [-0.130, -0.153, 0.126], [0.287, -0.393, -0.211], [-0.234, -0.220, 0.354], [0.125, -0.186, -0.237], [-0.017, -0.081, 0.268], [-0.343, 0.200, -0.015], [-0.264, 0.053, -0.152], [-0.228, 0.043, 0.332], [-0.146, -0.248, -0.356], [0.080, 0.148, -0.178], [-0.152, -0.216, -0.422], [0.296, 0.529, 0.022], [-0.134, 0.123, 0.187], [0.024, 0.138, -0.211], [0.218, -0.050, 0.207], [-0.081, -0.250, 0.079], [-0.342, 0.485, -0.250], [0.049, -0.217, -0.188], [-0.142, -0.101, 0.148], [-0.116, -0.185, 0.037], [-0.079, -0.366, 0.097], [0.226, -0.054, -0.003], [-0.123, 0.253, 0.079], [0.188, 0.018, -0.278], [-0.021, -0.014, -0.376], [0.274, 0.111, -0.317], [0.286, -0.111, 0.325], [-0.109, 0.380, 0.327], [-0.696, -0.347, -0.309], [0.190, 0.191, 0.096], [0.297, 0.061, -0.263], [0.076, 0.065, 0.288], [0.158, 0.317, 0.267], [0.111, -0.326, 0.001], [-0.155, 0.285, 0.095], [0.278, -0.279, 0.212], [0.319, 0.018, 0.030], [0.145, 0.283, -0.230], [0.219, -0.341, 0.037], [-0.202, -0.102, -0.181], [-0.297, 0.173, 0.085], [0.037, -0.269, 0.095], [0.031, 0.028, 0.095], [-0.029, 0.042, 0.063], [-0.080, -0.115, -0.067], [0.070, 0.062, -0.101], [-0.035, 0.013, -0.035]], "lowdin_charge": [-0.108, -0.245, -0.223, -0.189, -0.214, -0.166, -0.088, -0.014, 0.014, -0.447, 0.108, 0.081, -0.130, -0.227, 0.609, -0.172, -0.163, -0.267, -0.115, -0.076, -0.096, -0.096, -0.092, 0.047, -0.003, 0.049, 0.033, -0.602, 0.187, 0.180, -0.185, 0.004, -0.079, -0.270, -0.041, -0.353, -0.060, -0.075, 0.064, 0.069, 0.057, 0.101, 0.104, 0.113, 0.088, 0.118, 0.099, 0.086, 0.109, 0.122, 0.101, 0.129, 0.082, 0.133, 0.096, 0.083, 0.080, 0.021, 0.042, 0.027, 0.035, -0.004, 0.041, 0.100, 0.109, 0.109, 0.108, 0.096, 0.115, 0.146, 0.140, 0.116, 0.107, 0.132, 0.123, 0.116, 0.142, 0.086, 0.073, 0.075, 0.131, 0.085, 0.048, 0.063, 0.074, 0.081, 0.088, -1.637, 0.546, 0.582, 0.567, -0.030]}